Entry 1:
Molecular formula: C35H56BeN3O7
Method: DFT, wB97M-V/def2-TZVPD

Last column: Löwdin charge in e.
Atoms and positions in Å:
Be -3.31 1.04 1.89  1.062
C 0.66 -1.08 0.13  -0.059
C 0.07 0.27 -0.08  -0.294
O -1.24 0.44 0.43  -0.061
H 0.24 -1.88 -0.49  0.068
H 0.61 -1.34 1.19  0.071
H 1.71 -1.11 -0.16  0.092
H 0.22 0.72 -1.06  0.113
H 0.75 0.78 0.60  0.134
N -1.96 2.37 3.80  -0.003
C -2.61 3.07 4.77  -0.098
C -1.88 3.74 5.81  -0.029
C -0.54 3.81 5.76  -0.036
C 0.12 3.02 4.81  -0.026
C -0.58 2.34 3.81  -0.108
H -3.68 3.02 4.67  0.105
H -2.52 4.26 6.50  0.121
H 0.01 4.22 6.60  0.132
H 1.20 2.97 4.83  0.106
H -0.18 1.82 2.95  0.093
N -2.51 -0.62 3.74  0.017
C -2.94 -0.50 5.04  -0.133
C -2.53 -1.36 6.09  -0.016
C -1.49 -2.27 5.84  -0.024
C -0.96 -2.40 4.56  -0.040
C -1.53 -1.61 3.52  -0.090
H -3.68 0.23 5.33  0.100
H -3.01 -1.27 7.06  0.118
H -1.27 -3.05 6.56  0.125
H -0.21 -3.11 4.25  0.114
H -1.06 -1.75 2.56  0.082
N -4.64 0.81 -0.37  0.018
C -5.94 0.34 -0.54  -0.081
C -6.43 0.06 -1.80  -0.038
C -5.69 0.22 -2.94  -0.019
C -4.42 0.77 -2.79  -0.031
C -3.93 1.06 -1.48  -0.128
H -6.51 0.21 0.37  0.113
H -7.43 -0.35 -1.87  0.126
H -6.08 -0.13 -3.88  0.136
H -3.91 0.93 -3.73  0.094
H -2.90 1.33 -1.33  0.077
C 5.42 3.41 -1.38  -0.010
C 4.31 2.63 -0.68  -0.443
O 4.52 2.10 0.44  0.032
C 3.14 2.25 -1.53  -0.038
H 6.35 3.46 -0.82  0.088
H 5.12 4.44 -1.56  0.089
H 5.62 3.01 -2.37  0.085
H 3.17 2.34 -2.61  0.069
H 2.27 2.67 -1.02  0.078
H 3.03 1.17 -1.45  0.068
C 4.06 -1.30 -3.22  -0.024
C 3.11 -1.02 -4.32  -0.458
O 2.74 -1.96 -5.05  0.038
C 2.62 0.43 -4.57  -0.004
H 3.51 -1.57 -2.32  0.069
H 4.78 -0.49 -3.05  0.081
H 4.69 -2.14 -3.49  0.095
H 1.86 0.71 -3.84  0.059
H 2.21 0.41 -5.58  0.097
H 3.47 1.07 -4.33  0.071
C -2.48 -1.96 -2.97  0.002
C -1.47 -2.01 -4.17  -0.413
O -1.72 -1.48 -5.25  0.070
C -0.07 -2.59 -3.95  -0.021
H -2.06 -1.55 -2.05  0.063
H -3.02 -2.90 -2.96  0.095
H -3.31 -1.31 -3.26  0.034
H 0.12 -3.65 -3.77  0.084
H 0.50 -2.08 -3.17  0.057
H 0.49 -2.50 -4.88  0.072
C 3.61 -0.08 2.96  -0.015
C 3.18 -0.62 4.33  -0.392
O 3.78 -1.56 4.94  0.028
C 1.83 -0.08 4.94  -0.030
H 3.96 -0.92 2.36  0.089
H 4.39 0.67 2.87  0.085
H 2.66 0.36 2.65  0.048
H 2.10 0.93 5.26  0.074
H 1.71 -0.64 5.87  0.076
H 0.91 -0.42 4.47  0.045
C 1.27 -4.66 1.26  -0.015
C 0.67 -4.53 -0.13  -0.485
O -0.54 -4.81 -0.30  0.033
C 1.54 -4.28 -1.28  -0.034
H 1.71 -5.62 1.52  0.100
H 0.40 -4.55 1.91  0.067
H 1.98 -3.86 1.50  0.074
H 2.54 -3.86 -1.14  0.087
H 0.99 -3.74 -2.04  0.038
H 1.78 -5.22 -1.78  0.115
C -0.54 3.20 -3.11  -0.008
C -0.61 2.77 -4.60  -0.458
O 0.33 2.75 -5.36  0.079
C -2.01 2.35 -5.08  -0.012
H -0.86 4.24 -3.15  0.096
H 0.44 3.12 -2.64  0.054
H -1.26 2.61 -2.54  0.043
H -2.74 2.78 -4.40  0.060
H -1.94 1.26 -5.04  0.075
H -2.25 2.79 -6.05  0.097

Properties
gap between HOMO and LUMO (alpha / beta) = 4.09 / 4.07 eV
spin multiplicity = 2
charge = +2

Entry 2:
Molecular formula: C20H37IN2O11S
Method: DFT, wB97M-V/def2-TZVPD

Last column: Löwdin charge in e.
Atoms and positions in Å:
O -2.49 -0.28 -3.01  0.254
C -1.54 0.12 -2.49  -0.282
N -0.61 0.41 -1.73  0.183
C 0.61 -0.19 -2.32  -0.298
O 0.36 -0.84 -3.57  -0.119
S 1.89 -1.19 -4.08  0.676
O 2.42 -2.28 -3.34  -0.192
O 1.94 -1.19 -5.49  -0.187
O 2.62 0.16 -3.49  -0.194
C 1.82 0.82 -2.50  -0.382
C 1.25 2.20 -2.84  -0.059
C 2.21 3.15 -3.59  -0.753
O 1.81 3.98 -4.33  0.013
I 4.37 3.01 -3.37  0.910
C 2.58 0.65 -1.17  -0.165
C 1.99 0.87 0.07  -0.023
C 2.65 0.74 1.29  -0.116
N 3.92 0.37 1.34  0.071
C 4.48 0.12 0.17  -0.149
C 3.92 0.22 -1.10  -0.035
H 0.98 -0.89 -1.55  0.166
H 0.41 2.05 -3.54  0.138
H 0.83 2.69 -1.95  0.144
H 0.94 1.18 0.10  0.102
H 2.11 0.96 2.21  0.117
H 5.52 -0.20 0.20  0.113
H 4.48 -0.01 -2.00  0.102
C -3.14 -1.51 1.33  -0.077
C -2.19 -0.58 2.05  -0.311
O -1.04 -0.31 1.24  -0.097
H -2.65 -2.45 1.08  0.062
H -4.02 -1.72 1.94  0.078
H -3.48 -1.06 0.38  0.074
H -1.84 -1.04 2.98  0.106
H -2.67 0.37 2.30  0.104
H -1.35 0.10 0.43  0.038
C 1.95 7.33 -5.94  -0.091
C 1.91 7.32 -4.42  -0.323
O 2.78 8.32 -3.89  -0.085
H 2.97 7.15 -6.29  0.077
H 1.29 6.56 -6.35  0.072
H 1.65 8.30 -6.33  0.071
H 2.24 6.36 -4.04  0.082
H 0.89 7.51 -4.06  0.110
H 2.49 9.17 -4.22  0.076
C -2.83 -5.71 -0.29  -0.088
C -3.28 -5.50 1.14  -0.315
O -4.32 -4.52 1.20  -0.096
H -2.47 -4.77 -0.72  0.071
H -2.03 -6.44 -0.35  0.074
H -3.66 -6.05 -0.92  0.071
H -2.46 -5.14 1.75  0.087
H -3.65 -6.43 1.57  0.108
H -5.06 -4.84 0.66  0.080
C -3.27 2.23 5.09  -0.092
C -2.18 1.20 5.31  -0.325
O -0.95 1.65 4.73  -0.087
H -3.42 2.41 4.02  0.070
H -4.22 1.89 5.52  0.075
H -3.01 3.18 5.54  0.072
H -2.44 0.26 4.83  0.091
H -2.02 1.02 6.37  0.109
H -0.72 2.48 5.15  0.078
C 0.65 -4.74 4.60  -0.093
C 0.51 -5.28 3.19  -0.316
O -0.21 -4.36 2.37  -0.098
H -0.33 -4.56 5.04  0.075
H 1.19 -5.45 5.23  0.073
H 1.19 -3.79 4.60  0.073
H -0.04 -6.22 3.19  0.110
H 1.49 -5.45 2.74  0.109
H 0.28 -3.53 2.36  0.082

Properties
gap between HOMO and LUMO = 9.74 eV

Entry 3:
Molecular formula: C3H15NO3
Method: DFT, wB97M-V/def2-TZVPD

Last column: Löwdin charge in e.
Atoms and positions in Å:
C 0.20 2.09 -0.19  -0.077
C -0.52 0.77 0.13  -0.510
C -0.45 0.60 1.65  -0.088
N -1.92 0.82 -0.31  0.025
H 1.21 2.03 0.19  0.068
H 0.20 2.28 -1.26  0.079
H -0.33 2.92 0.28  0.078
H 0.07 -0.04 -0.30  0.098
H -0.86 -0.35 2.00  0.073
H 0.59 0.48 1.95  0.070
H -0.85 1.45 2.20  0.078
H -2.17 1.72 -0.71  0.065
H -2.52 0.55 0.47  0.070
O 1.38 -2.34 -1.21  -0.057
H 0.51 -2.38 -0.80  -0.015
H 1.32 -2.34 -2.17  0.043
O -1.39 -2.55 -0.44  -0.056
H -1.82 -1.81 -0.89  0.043
H -2.11 -3.10 -0.11  0.052
O 3.52 -0.14 -0.23  -0.065
H 2.89 -0.49 -0.86  0.005
H 3.05 -0.18 0.61  0.021

Properties
gap between HOMO and LUMO = 10.08 eV
SMILES = CC(C)N.O.O.O

Entry 4:
Molecular formula: C5H9NO
Method: DFT, wB97M-V/def2-TZVPD

Last column: Löwdin charge in e.
Atoms and positions in Å:
C 0.03 -1.55 -0.44  -0.042
C -0.11 -0.14 0.13  -0.440
C -0.76 -0.15 1.50  -0.033
C 1.19 0.68 -0.18  -0.103
N 0.42 1.38 -1.22  0.097
C -0.79 0.84 -0.85  -0.463
O -1.93 1.10 -1.15  0.085
H -0.95 -2.04 -0.49  0.089
H 0.69 -2.15 0.20  0.088
H 0.47 -1.52 -1.44  0.089
H -0.22 -0.78 2.22  0.082
H -1.77 -0.58 1.40  0.091
H -0.87 0.85 1.93  0.087
H 1.55 1.36 0.60  0.117
H 2.01 0.07 -0.57  0.111
H 0.65 2.18 -1.79  0.144

Properties
gap between HOMO and LUMO = 10.47 eV
SMILES = CC1(C)CNC1=O

no.,total energy (eV)
1,-56383.684
2,-65775.412
3,-10987.047
4,-8868.437